Record 1
C8H17O3V | wB97M-V/def2-TZVPD

Each line ends with the Löwdin charge.
Geometry (Å):
C (2.753, -1.204, 0.739)  0.19
C (2.789, -0.802, -0.641)  -0.21
C (1.476, 0.088, -0.773)  -0.17
C (1.647, 1.509, -0.248)  -0.19
C (0.424, 2.429, -0.466)  -0.16
C (-0.904, 1.716, -0.694)  -0.24
O (-1.031, 0.777, 0.349)  -0.18
C (-2.066, -0.202, 0.232)  -0.26
C (-1.919, -1.169, -0.932)  -0.07
H (2.089, -1.999, 1.069)  0.10
H (2.962, -0.503, 1.542)  0.09
H (3.669, -0.209, -0.899)  0.12
H (2.727, -1.655, -1.317)  0.12
H (1.199, 0.058, -1.831)  0.13
H (0.685, -0.401, -0.209)  0.08
H (2.524, 1.945, -0.740)  0.11
H (1.876, 1.484, 0.820)  0.11
H (0.606, 3.122, -1.292)  0.11
H (0.305, 3.037, 0.433)  0.11
H (-1.711, 2.462, -0.654)  0.13
H (-0.972, 1.248, -1.685)  0.11
H (-3.054, 0.271, 0.204)  0.12
H (-1.993, -0.758, 1.162)  0.07
H (-2.114, -0.698, -1.900)  0.07
H (-0.919, -1.610, -0.974)  0.06
H (-2.668, -1.955, -0.809)  0.08
O (-1.586, -2.824, 4.153)  -0.65
V (-2.943, -2.377, 3.313)  0.84
O (-3.852, -1.779, 2.045)  -0.63

Computed properties:
multiplicity = 1
HOMO-LUMO gap = 2.19 eV
molar mass = 212.16 g mol⁻¹
E_HOMO = -5.90 eV
calculated total energy = -1484.430116 Eh


Record 2
C25H23N5SSeZn | wB97M-V/def2-TZVPD

Each line ends with the Löwdin charge.
Geometry (Å):
Zn (-0.717, -0.241, 0.500)  0.22
C (5.700, -2.228, 2.260)  -0.12
C (4.303, -2.844, 2.286)  -0.33
N (3.260, -1.879, 2.499)  -0.06
C (2.746, -1.043, 1.532)  -0.89
S (3.042, -1.360, -0.114)  0.48
N (2.108, -0.013, 2.080)  -0.03
N (1.240, 0.659, 1.289)  -0.02
C (1.056, 1.901, 1.562)  -0.34
C (1.744, 2.630, 2.675)  -0.05
C (0.082, 2.612, 0.729)  -0.26
C (-0.034, 4.004, 0.750)  -0.02
C (-0.937, 4.621, -0.094)  -0.09
C (-1.706, 3.845, -0.947)  -0.08
C (-1.537, 2.472, -0.901)  -0.13
N (-0.678, 1.876, -0.088)  0.04
H (6.467, -2.991, 2.094)  0.05
H (5.756, -1.498, 1.453)  0.05
H (5.919, -1.722, 3.205)  0.06
H (4.106, -3.344, 1.338)  0.06
H (4.234, -3.595, 3.081)  0.10
H (3.042, -1.580, 3.436)  0.12
H (2.205, 1.900, 3.335)  0.06
H (2.525, 3.302, 2.305)  0.07
H (1.019, 3.219, 3.240)  0.08
H (0.581, 4.585, 1.424)  0.10
H (-1.037, 5.701, -0.086)  0.09
H (-2.426, 4.283, -1.625)  0.09
H (-2.127, 1.810, -1.526)  0.12
C (-2.027, -4.047, -0.867)  -0.12
C (-1.808, -4.115, -2.239)  -0.14
C (-1.259, -3.023, -2.887)  -0.09
C (-0.900, -1.880, -2.163)  -0.21
C (-1.084, -1.791, -0.770)  -0.16
C (-1.682, -2.905, -0.160)  -0.15
C (-0.307, -0.726, -2.899)  -0.22
C (-0.619, -0.479, -4.276)  -0.01
C (-0.076, 0.592, -4.913)  -0.03
C (0.807, 1.451, -4.212)  -0.17
C (1.424, 2.589, -4.783)  -0.07
C (2.262, 3.365, -4.032)  -0.11
C (2.527, 3.031, -2.682)  -0.08
C (1.945, 1.938, -2.106)  -0.01
C (1.058, 1.132, -2.863)  -0.21
N (0.489, 0.072, -2.239)  0.17
H (-2.476, -4.890, -0.350)  0.08
H (-2.061, -5.010, -2.797)  0.08
H (-1.078, -3.081, -3.955)  0.08
H (-1.896, -2.838, 0.903)  0.05
H (-1.316, -1.128, -4.789)  0.09
H (-0.319, 0.807, -5.949)  0.10
H (1.219, 2.834, -5.820)  0.10
H (2.731, 4.238, -4.471)  0.09
H (3.206, 3.647, -2.104)  0.09
H (2.137, 1.629, -1.087)  0.09
Se (-2.122, 0.069, 2.408)  -0.59

Computed properties:
multiplicity = 1
HOMO-LUMO gap = 3.86 eV
molar mass = 569.91 g mol⁻¹
relative energy (zero: lowest compared OMol25 entry of this formula, charge and spin) = 0.0 kcal per mole
E_HOMO = 0.57 eV
total charge = -2
calculated total energy = -5819.227776 Eh


Record 3
C25H40BMnN8O5S2 | wB97M-V/def2-TZVPD

Each line ends with the Löwdin charge.
Geometry (Å):
Mn (0.270, -0.363, -0.290)  1.10
C (-1.815, -3.716, -2.507)  -0.06
C (-1.839, -2.354, -3.199)  -0.34
C (-2.910, -1.433, -2.608)  -0.06
C (-0.509, -1.654, -3.219)  -0.26
C (0.490, -1.850, -4.182)  0.01
C (1.358, -0.794, -4.020)  -0.05
N (0.899, -0.023, -3.030)  -0.04
N (-0.218, -0.561, -2.508)  0.04
B (1.308, 1.406, -2.685)  -0.52
N (2.206, 1.479, -1.439)  -0.02
C (3.428, 2.015, -1.358)  -0.05
C (3.652, 2.391, -0.052)  0.00
C (2.481, 2.036, 0.633)  -0.25
N (1.633, 1.460, -0.223)  0.06
C (2.126, 2.473, 2.024)  -0.34
C (0.676, 2.140, 2.354)  -0.08
C (3.057, 1.892, 3.090)  -0.06
N (0.004, 2.126, -2.287)  -0.03
C (-0.561, 3.197, -2.859)  -0.06
C (-1.759, 3.447, -2.228)  -0.01
C (-1.862, 2.448, -1.253)  -0.28
N (-0.783, 1.672, -1.298)  0.07
C (-2.984, 2.184, -0.304)  -0.37
C (-4.299, 2.023, -1.073)  -0.05
C (-3.095, 3.300, 0.739)  -0.06
H (-2.803, -4.177, -2.572)  0.08
H (-1.525, -3.616, -1.467)  0.04
H (-1.090, -4.368, -2.985)  0.08
H (-2.080, -2.544, -4.255)  0.14
H (-2.592, -1.070, -1.631)  0.05
H (-3.861, -1.955, -2.515)  0.08
H (-3.055, -0.568, -3.254)  0.08
H (0.558, -2.651, -4.890)  0.11
H (2.261, -0.531, -4.535)  0.13
H (1.842, 1.934, -3.601)  0.12
H (4.048, 2.108, -2.226)  0.12
H (4.516, 2.889, 0.339)  0.11
H (2.258, 3.564, 2.030)  0.14
H (0.584, 1.059, 2.413)  0.05
H (0.012, 2.507, 1.570)  0.07
H (0.396, 2.577, 3.310)  0.09
H (2.839, 0.834, 3.216)  0.06
H (2.888, 2.398, 4.040)  0.08
H (4.100, 2.026, 2.809)  0.08
H (-0.089, 3.705, -3.675)  0.12
H (-2.442, 4.245, -2.434)  0.10
H (-2.738, 1.244, 0.195)  0.09
H (-4.532, 2.935, -1.619)  0.08
H (-5.121, 1.808, -0.392)  0.08
H (-4.216, 1.205, -1.784)  0.07
H (-3.264, 4.260, 0.254)  0.08
H (-2.179, 3.367, 1.320)  0.06
H (-3.922, 3.105, 1.420)  0.08
S (-3.546, -2.034, 2.456)  1.05
C (-3.001, -0.567, 3.162)  -0.37
C (-2.131, 0.055, 2.327)  -0.25
N (-1.902, -0.588, 1.149)  -0.05
C (-2.579, -1.686, 1.075)  -0.46
H (-3.336, -0.261, 4.133)  0.07
H (-1.640, 0.993, 2.506)  0.09
H (-2.543, -2.359, 0.244)  0.06
O (1.245, -4.080, -1.103)  -0.22
S (1.166, -2.791, -0.507)  0.45
O (1.907, -1.735, -1.180)  -0.28
O (-0.221, -2.331, -0.295)  -0.36
O (1.782, -2.966, 0.943)  -0.14
C (0.574, -2.186, 3.535)  -0.06
N (1.935, -1.958, 3.070)  -0.16
C (2.807, -3.022, 3.544)  -0.07
C (2.031, -1.698, 1.639)  -0.64
C (3.457, -1.254, 1.250)  0.04
O (1.125, -0.778, 1.287)  -0.21
H (0.556, -1.993, 4.610)  0.09
H (0.231, -3.213, 3.346)  0.10
H (-0.099, -1.489, 3.041)  0.06
H (2.641, -3.136, 4.614)  0.09
H (3.844, -2.742, 3.389)  0.08
H (2.601, -3.973, 3.042)  0.10
H (4.188, -2.018, 1.495)  0.08
H (3.694, -0.325, 1.755)  0.07
H (3.464, -1.092, 0.173)  0.08

Computed properties:
multiplicity = 5
HOMO-LUMO gap (alpha / beta) = 6.37 / 8.61 eV
molar mass = 662.53 g mol⁻¹
relative energy (zero: lowest compared OMol25 entry of this formula, charge and spin) = 9.7 kcal per mole
E_HOMO (alpha / beta) = -8.72 / -8.71 eV
calculated total energy = -3763.219260 Eh


Record 4
C33H66O18S3 | wB97M-V/def2-TZVPD

Each line ends with the Löwdin charge.
Geometry (Å):
O (12.916, 10.245, 17.366)  -0.31
S (11.907, 10.371, 16.381)  0.65
O (12.060, 11.496, 15.472)  -0.33
C (11.736, 8.850, 15.510)  -0.21
C (10.238, 8.489, 15.672)  -0.21
C (9.791, 8.949, 17.052)  -0.22
C (10.273, 10.372, 17.199)  -0.21
H (12.301, 8.111, 16.068)  0.11
H (12.071, 8.967, 14.486)  0.11
H (9.613, 8.944, 14.916)  0.12
H (10.210, 7.441, 15.654)  0.09
H (10.283, 8.298, 17.776)  0.12
H (8.734, 8.763, 17.176)  0.12
H (10.332, 10.612, 18.257)  0.07
H (9.600, 11.085, 16.723)  0.10
O (9.829, 18.432, 23.719)  -0.31
S (11.257, 18.496, 23.619)  0.65
O (11.991, 17.955, 22.513)  -0.33
C (11.640, 20.251, 23.811)  -0.25
C (11.583, 20.475, 25.280)  -0.22
C (12.345, 19.242, 25.906)  -0.20
C (11.935, 17.971, 25.199)  -0.22
H (10.887, 20.721, 23.163)  0.12
H (12.610, 20.394, 23.365)  0.10
H (12.058, 21.468, 25.504)  0.13
H (10.538, 20.484, 25.676)  0.13
H (11.977, 19.235, 26.970)  0.13
H (13.393, 19.447, 25.863)  0.11
H (11.174, 17.348, 25.627)  0.10
H (12.750, 17.282, 24.960)  0.11
O (15.444, 19.576, 20.966)  -0.31
S (14.640, 20.299, 20.021)  0.62
O (14.919, 21.657, 19.870)  -0.30
C (14.735, 19.504, 18.423)  -0.20
C (13.360, 18.774, 18.306)  -0.18
C (12.344, 19.678, 19.011)  -0.23
C (12.878, 20.137, 20.304)  -0.23
H (15.650, 18.962, 18.452)  0.09
H (14.916, 20.233, 17.628)  0.11
H (13.066, 18.681, 17.277)  0.10
H (13.399, 17.755, 18.732)  0.11
H (11.415, 19.149, 19.089)  0.12
H (12.151, 20.500, 18.333)  0.12
H (12.767, 19.347, 21.009)  0.06
H (12.551, 21.105, 20.588)  0.10
C (16.768, 16.393, 11.043)  -0.06
C (17.784, 15.329, 11.513)  -0.18
O (17.198, 14.069, 11.914)  0.05
C (16.619, 14.097, 13.061)  -0.65
O (16.609, 14.995, 13.873)  0.10
O (15.854, 12.999, 13.127)  0.00
C (14.964, 12.887, 14.305)  0.00
H (15.941, 16.064, 10.419)  0.07
H (17.398, 17.088, 10.444)  0.08
H (16.309, 17.017, 11.829)  0.08
H (18.344, 15.676, 12.394)  0.12
H (18.500, 15.042, 10.732)  0.12
H (15.178, 13.751, 14.908)  0.07
H (15.169, 11.951, 14.888)  0.11
H (13.954, 12.923, 13.941)  0.07
C (10.044, 14.958, 22.171)  -0.07
C (9.774, 13.605, 21.580)  -0.17
O (11.041, 12.819, 21.586)  0.00
C (10.997, 11.574, 21.068)  -0.62
O (10.002, 11.013, 20.729)  0.13
O (12.245, 11.129, 20.975)  -0.01
C (12.385, 9.777, 20.553)  -0.03
H (9.113, 15.574, 22.139)  0.11
H (10.800, 15.511, 21.649)  0.04
H (10.425, 14.935, 23.177)  0.07
H (9.440, 13.544, 20.533)  0.13
H (9.054, 13.118, 22.239)  0.12
H (13.401, 9.617, 20.168)  0.10
H (11.714, 9.550, 19.745)  0.06
H (12.184, 9.100, 21.393)  0.11
C (11.828, 15.428, 15.172)  -0.06
C (10.702, 16.285, 15.871)  -0.12
O (9.499, 16.210, 14.979)  0.02
C (9.315, 17.220, 14.150)  -0.58
O (10.123, 18.109, 13.909)  0.09
O (8.093, 17.104, 13.543)  -0.04
C (7.691, 18.179, 12.621)  -0.03
H (12.717, 15.458, 15.835)  0.07
H (12.166, 15.837, 14.176)  0.10
H (11.556, 14.377, 15.021)  0.06
H (11.096, 17.309, 15.899)  0.11
H (10.473, 15.821, 16.842)  0.09
H (8.344, 18.149, 11.745)  0.09
H (7.790, 19.148, 13.072)  0.08
H (6.652, 17.957, 12.201)  0.11
C (5.916, 13.812, 14.525)  -0.02
C (7.038, 13.641, 15.434)  -0.53
C (7.065, 14.357, 16.824)  -0.01
O (7.994, 13.000, 15.143)  0.07
H (4.977, 13.822, 14.992)  0.06
H (5.894, 13.000, 13.723)  0.12
H (6.123, 14.760, 13.994)  0.10
H (8.066, 14.736, 17.106)  0.07
H (6.957, 13.529, 17.603)  0.10
H (6.298, 15.062, 17.041)  0.05
C (11.988, 13.357, 17.947)  0.00
C (12.022, 14.568, 18.851)  -0.47
C (13.245, 14.647, 19.799)  -0.01
O (11.281, 15.514, 18.850)  0.04
H (11.002, 12.928, 17.846)  0.09
H (12.704, 12.725, 18.309)  0.04
H (12.339, 13.710, 16.986)  0.06
H (14.133, 14.725, 19.142)  0.10
H (13.286, 13.809, 20.524)  0.07
H (13.164, 15.625, 20.326)  0.08
C (14.406, 11.437, 23.598)  -0.03
C (15.287, 11.958, 22.529)  -0.50
C (15.699, 13.381, 22.624)  -0.03
O (15.732, 11.260, 21.599)  0.04
H (13.430, 11.937, 23.549)  0.09
H (14.938, 11.690, 24.541)  0.10
H (14.289, 10.347, 23.580)  0.09
H (16.474, 13.324, 23.379)  0.09
H (14.947, 13.975, 23.088)  0.07
H (16.006, 13.849, 21.707)  0.08

Computed properties:
multiplicity = 1
SMILES = O=S1(=O)CCCC1.O=S1(=O)CCCC1.O=S1(=O)CCCC1.CCOC(=O)OC.CCOC(=O)OC.CCOC(=O)OC.CC(C)=O.CC(C)=O.CC(C)=O
HOMO-LUMO gap = 9.87 eV
molar mass = 847.07 g mol⁻¹
E_HOMO = -9.42 eV
calculated total energy = -3845.801247 Eh